DFT (the ωB97M-V functional and the def2-TZVPD basis) results for a cluster of 2 separate species, C3H6O2 in total at a distorted geometry.

SMILES: C=C1CO1.O
Largest force on an atom, eV Å⁻¹: 3.97
Energy above the lowest of the compared OMol25 structures with the same formula, charge and spin, eV: 3.393
HOMO energy, Eh: -0.340
Spin multiplicity: 1

Geometry (Å):
C -0.6184 -0.7478 0.0379
C -0.7411 0.5003 -0.2807
C -0.8187 1.9308 -0.2221
O -1.2363 1.1408 -1.3671
H -0.7746 -1.6549 -0.5291
H -0.2302 -0.8241 1.0628
H -1.5303 2.2490 0.4004
H 0.0438 2.5501 -0.4148
O 2.0781 -1.0351 0.6549
H 2.4684 -1.7177 0.1575
H 1.8624 -0.2934 0.0484



DFT (the ωB97M-V functional and the def2-TZVPD basis) results for a structure of composition C25H38BMnN11OSi at a distorted geometry.

⟨S²⟩: 8.754
Largest force on an atom, eV Å⁻¹: 2.00
HOMO energy (spin up / spin down), Eh: -0.252 / -0.253
Spin multiplicity: 6

Geometry (Å):
Mn 0.0683 0.5141 -0.0188
N 0.5900 0.6421 4.0969
C -0.2704 0.5962 3.0788
N 0.3994 0.5170 1.9607
C 1.7216 0.5296 2.3550
N 1.8621 0.6040 3.6619
C 2.7711 0.4933 1.3645
C 4.1307 0.4437 1.6810
N 5.0804 0.4589 0.7694
C 4.6745 0.5448 -0.5003
C 3.3347 0.5824 -0.8336
N 2.3690 0.5301 0.0742
H 0.4070 0.7107 5.0836
H -1.3447 0.6230 3.1709
H 4.4268 0.3896 2.7235
H 5.4504 0.5767 -1.2527
H 3.0306 0.6672 -1.8712
C -1.9621 4.0393 -0.1794
C -2.7331 2.7586 -0.0386
C -4.1173 2.8022 -0.0240
C -4.8238 1.6085 0.0998
C -4.1438 0.4231 0.2022
C -2.7234 0.4219 0.1917
N -2.0580 1.6043 0.0734
N -1.9286 -0.6666 0.2868
Si -2.5133 -2.2129 0.7892
C -2.6042 -2.2437 2.6915
C -4.2207 -2.8368 0.2109
C -1.3961 -3.5976 0.1541
H -2.6470 4.8828 -0.2474
H -1.3422 4.0095 -1.0761
H -1.2990 4.1843 0.6706
H -4.6359 3.7470 -0.1109
H -5.9075 1.6145 0.1054
H -4.6738 -0.5114 0.2745
H -3.3559 -1.5357 3.0516
H -1.6493 -1.9774 3.1531
H -2.8857 -3.2340 3.0588
H -5.0560 -2.4361 0.7886
H -4.2497 -3.9238 0.3240
H -4.4021 -2.6134 -0.8433
H -0.3904 -3.2492 -0.0532
H -1.8078 -4.0289 -0.7612
H -1.3389 -4.4066 0.8884
B 1.0538 2.8869 -2.6855
N 0.4408 1.4546 -2.8874
C 0.2458 0.9950 -4.1283
C -0.3941 -0.2325 -4.0594
C -0.5591 -0.4529 -2.6992
N -0.0444 0.5704 -1.9976
N 1.3501 3.2634 -1.2081
C 2.0788 4.3411 -0.8764
C 2.0343 4.4976 0.4967
C 1.2344 3.4397 0.9279
N 0.8244 2.7084 -0.1090
H 2.0951 2.9148 -3.2945
H 0.2529 3.6772 -3.1256
H 0.5639 1.5723 -4.9802
H -0.6858 -0.8681 -4.8770
H -1.0232 -1.2770 -2.1816
H 2.5704 4.9343 -1.6293
H 2.5116 5.2592 1.0883
H 0.9245 3.1987 1.9327
C 1.4360 -3.5560 -2.1929
C 1.9899 -2.3283 -1.4821
O 1.4951 -2.1467 -0.1562
C 2.1663 -2.9994 0.7655
C 1.5092 -2.9519 2.1320
H 1.9406 -3.6679 -3.1531
H 0.3685 -3.4424 -2.3746
H 1.5900 -4.4644 -1.6117
H 1.6959 -1.4366 -2.0318
H 3.0872 -2.3706 -1.4551
H 3.2225 -2.7009 0.8311
H 2.1380 -4.0275 0.3895
H 1.7087 -2.0052 2.6234
H 1.9088 -3.7512 2.7556
H 0.4326 -3.0793 2.0293



DFT (the ωB97M-V functional and the def2-TZVPD basis) results for the molecule C4H10S.

SMILES: CCCSC
Largest force on an atom, eV Å⁻¹: 0.64
Energy above the lowest of the compared OMol25 structures with the same formula, charge and spin, eV: 0.156
HOMO energy, Eh: -0.311
Spin multiplicity: 1

Geometry (Å):
C -0.4618 2.5522 -0.6962
C -0.7777 1.1542 -0.1304
C 0.4490 0.5214 0.5092
S 0.3156 -1.2351 0.8715
C 0.0937 -1.9513 -0.7707
H 0.5454 2.6524 -1.1143
H -1.1789 2.8056 -1.4760
H -0.5474 3.2682 0.1136
H -1.2870 0.5139 -0.8457
H -1.5102 1.3074 0.6586
H 0.5366 0.9394 1.5159
H 1.4064 0.7484 0.0340
H 1.0398 -2.1306 -1.2964
H -0.3532 -2.9307 -0.5809
H -0.5705 -1.3313 -1.3611



DFT (the ωB97M-V functional and the def2-TZVPD basis) results for a structure of composition C3H6N2O at a distorted geometry.

Largest force on an atom, eV Å⁻¹: 1.09
Energy above the lowest of the compared OMol25 structures with the same formula, charge and spin, eV: 5.589
HOMO energy, Eh: -0.356
Spin multiplicity: 1

Geometry (Å):
N 0.5016 0.7502 1.2750
C 0.7030 -0.3602 0.5734
C -1.0678 -0.5524 -0.8362
O -1.9225 0.2783 -0.4426
C 1.6763 -0.3972 -0.4917
N 2.4662 -0.4203 -1.3396
H 0.9704 1.5463 0.8340
H -0.7738 1.2220 1.1145
H 0.4928 -1.3013 1.0749
H -0.4578 -0.3307 -1.7208
H -1.1651 -1.6058 -0.5444
H -1.4234 1.1711 0.5034



DFT (the ωB97M-V functional and the def2-TZVPD basis) results for a cluster of 8 separate species, C43H70BrF5N10O in total at a distorted geometry.

SMILES: CCCO[C@](N)(C#N)[C@@](C#N)(CCCBr)CCCC(F)(F)C(F)(F)F.CCCC#N.CCCC#N.CCCC#N.CCCC#N.CCCC#N.CCCC#N.CCCC#N
Largest force on an atom, eV Å⁻¹: 1.66
HOMO energy, Eh: -0.372
Spin multiplicity: 1

Geometry (Å):
C 2.0880 -2.5334 3.8383
C 0.7474 -2.3702 4.5946
C -0.2738 -1.5339 3.7878
O -0.7638 -0.4630 4.6193
C -1.3684 0.5785 3.9095
N -2.3461 1.1561 4.8321
C -2.0931 0.1107 2.6880
N -2.7719 -0.2056 1.8175
C -0.3112 1.7217 3.5506
C 0.3834 1.3334 2.2918
N 0.8411 1.2269 1.2419
C -0.9289 3.1162 3.4391
C -2.1127 3.2808 2.4730
C -1.7384 3.2451 0.9834
Br -2.5798 4.6638 -0.0504
C 0.7687 1.6462 4.6714
C 1.7296 2.8454 4.7268
C 2.8591 2.7690 3.6828
C 3.8927 3.8505 3.9526
F 3.3663 5.0791 3.6851
F 4.2913 3.8663 5.2484
C 5.1610 3.7040 3.0623
F 6.2274 4.2855 3.6094
F 5.4693 2.4172 2.8392
F 4.9111 4.2594 1.8644
H 2.8014 -1.7950 4.2130
H 2.4919 -3.5361 3.9442
H 1.9759 -2.3438 2.7699
H 0.9003 -1.9030 5.5652
H 0.3558 -3.3789 4.7093
H 0.2294 -1.1896 2.8818
H -1.0730 -2.1984 3.4933
H -3.2683 1.2109 4.4282
H -2.3424 0.6281 5.6923
H -0.1442 3.7999 3.1038
H -1.2447 3.4625 4.4206
H -2.5261 4.2739 2.6669
H -2.9354 2.5934 2.6629
H -0.6656 3.3447 0.8429
H -2.0015 2.2890 0.5351
H 0.2764 1.5905 5.6420
H 1.3830 0.7563 4.5393
H 2.2289 2.7917 5.6975
H 1.2409 3.8186 4.7010
H 2.5061 2.9237 2.6644
H 3.3717 1.8162 3.8170
C 8.1243 2.4270 0.4022
C 7.8137 2.1526 -1.0640
C 6.4103 1.5745 -1.2783
C 6.2575 0.2925 -0.5802
N 6.1380 -0.7147 -0.0421
H 8.1065 1.5100 0.9928
H 9.1175 2.8640 0.5067
H 7.4018 3.1236 0.8305
H 8.5566 1.4623 -1.4684
H 7.8993 3.0821 -1.6301
H 6.2264 1.4097 -2.3404
H 5.6503 2.2647 -0.9082
C 1.7423 -3.4497 10.2418
C 0.6695 -2.7863 9.3858
C 0.2881 -3.6183 8.1564
C 1.4458 -3.8232 7.2814
N 2.3540 -3.9796 6.5979
H 2.6737 -3.5730 9.6879
H 1.9614 -2.8406 11.1188
H 1.4169 -4.4331 10.5867
H 1.0206 -1.8034 9.0650
H -0.2256 -2.6250 9.9894
H -0.4905 -3.1141 7.5813
H -0.0953 -4.5940 8.4587
C 1.3001 -3.9552 -1.2112
C 0.5879 -5.2605 -0.8842
C -0.7422 -5.0464 -0.1537
C -0.5458 -4.3386 1.1133
N -0.3926 -3.7359 2.0787
H 1.5760 -3.4070 -0.3075
H 2.2174 -4.1592 -1.7630
H 0.6789 -3.3114 -1.8306
H 1.2472 -5.8842 -0.2775
H 0.3918 -5.8076 -1.8075
H -1.2258 -6.0019 0.0517
H -1.4194 -4.4523 -0.7692
C -2.0100 -0.3365 -4.2803
C -2.9134 -1.4264 -3.7210
C -2.1527 -2.4630 -2.8875
C -1.1291 -3.1546 -3.6836
N -0.3275 -3.6929 -4.3065
H -1.2645 -0.7492 -4.9642
H -2.5958 0.3935 -4.8370
H -1.4875 0.1908 -3.4797
H -3.4273 -1.9253 -4.5463
H -3.6760 -0.9700 -3.0975
H -2.8418 -3.2115 -2.4934
H -1.6604 -1.9773 -2.0413
C -5.3152 3.3771 -5.5382
C -5.7514 3.9586 -4.1970
C -4.6923 3.7899 -3.1016
C -4.4066 2.3705 -2.8699
N -4.1829 1.2561 -2.7072
H -5.1523 2.3033 -5.4777
H -6.0801 3.5441 -6.2925
H -4.3902 3.8460 -5.8833
H -6.6810 3.4797 -3.8823
H -5.9640 5.0232 -4.3147
H -5.0357 4.2287 -2.1648
H -3.7641 4.2884 -3.3849
C 5.2899 -2.6680 -3.4356
C 5.0092 -2.8908 -4.9180
C 3.6046 -3.4422 -5.1854
C 3.4163 -4.7425 -4.5360
N 3.2726 -5.7642 -4.0325
H 5.2495 -3.6021 -2.8741
H 6.2857 -2.2474 -3.2946
H 4.5670 -1.9763 -2.9983
H 5.7537 -3.5764 -5.3280
H 5.1191 -1.9441 -5.4509
H 3.4430 -3.5689 -6.2561
H 2.8449 -2.7552 -4.8088
C -9.6762 1.8486 -8.6505
C -8.7480 2.7302 -9.4782
C -7.4356 2.0305 -9.8497
C -6.6850 1.6512 -8.6472
N -6.1102 1.3537 -7.6987
H -9.2234 1.5792 -7.6953
H -10.6074 2.3724 -8.4346
H -9.9226 0.9283 -9.1834
H -8.5285 3.6445 -8.9232
H -9.2565 3.0281 -10.3967
H -6.8102 2.6897 -10.4521
H -7.6341 1.1301 -10.4327



DFT (the ωB97M-V functional and the def2-TZVPD basis) results for a structure of composition C11H18ClN4O4Pt at a distorted geometry.

Largest force on an atom, eV Å⁻¹: 1.19
Charge: +1
Energy above the lowest of the compared OMol25 structures with the same formula, charge and spin, eV: 3.446
HOMO energy, Eh: -0.424
Spin multiplicity: 1

Geometry (Å):
Pt 0.4099 -0.1434 -1.2995
C -1.4238 0.8517 1.2768
C -1.8167 -0.6269 1.1228
N -0.9493 -1.5840 1.7970
C 0.3793 -1.3690 2.2664
C 1.6550 -1.0856 1.4517
C 2.8424 -1.4639 2.0777
C 4.0563 -0.9704 1.6485
C 4.0733 -0.0376 0.6208
C 2.8860 0.2573 -0.0047
C 2.7965 1.2727 -1.1118
N 1.3669 1.6292 -1.2717
C 0.8630 2.5746 -0.2201
C -0.6628 2.7065 -0.2223
N -1.3091 1.4162 -0.0674
N 1.7097 -0.3103 0.3555
H -0.4468 0.9467 1.7550
H -2.1330 1.3982 1.9059
H -1.8591 -0.8278 0.0522
H -2.8302 -0.7809 1.5004
H -1.1404 -2.5366 1.5348
H 0.6325 -2.2353 2.8780
H 0.3757 -0.5335 2.9805
H 2.7940 -2.1264 2.9305
H 4.9742 -1.2714 2.1353
H 4.9889 0.4409 0.3023
H 3.1415 0.8441 -2.0529
H 3.3981 2.1577 -0.8907
H 1.2331 2.0709 -2.1792
H 1.3242 3.5492 -0.3917
H 1.2150 2.1968 0.7383
H -0.9878 3.1426 -1.1685
H -0.9257 3.4190 0.5685
H -2.1970 1.3784 -0.5508
O -2.5761 -0.5671 -2.3856
Cl -1.4082 -1.1681 -2.8977
O -0.6670 -1.8788 -1.7907
O -1.6218 -2.0207 -3.9775
O -0.4039 -0.0900 -3.2217



DFT (the ωB97M-V functional and the def2-TZVPD basis) results for a cluster of 2 separate species, C7H9FO6 in total at a distorted geometry.

SMILES: O=C1OC[C@@H](F)O1.C[C@H]1COC(=O)O1
Largest force on an atom, eV Å⁻¹: 4.53
HOMO energy, Eh: -0.399
Spin multiplicity: 1

Geometry (Å):
O -5.0431 -3.2277 -3.2918
C -4.7017 -3.7964 -2.2471
O -5.0878 -3.4936 -1.0122
C -4.5609 -4.4561 -0.0922
C -3.3958 -5.0392 -0.8543
F -3.3975 -6.3583 -0.5775
O -3.8295 -4.7631 -2.1926
H -4.3027 -3.8822 0.7978
H -5.3060 -5.1964 0.1990
H -2.5456 -4.5300 -0.4006
C 4.3916 4.4626 0.2165
C 3.6626 3.5314 1.2220
C 2.1709 3.7223 1.3345
O 1.5879 2.4968 0.8514
C 2.4677 1.6372 0.4829
O 2.2021 0.7577 -0.2905
O 3.6846 2.1617 0.7244
H 4.5866 5.4113 0.7167
H 3.8247 4.4517 -0.7144
H 5.3979 4.0816 0.0420
H 4.3390 3.5346 2.0768
H 1.9492 4.5361 0.6441
H 1.9060 3.9581 2.3651



DFT (the ωB97M-V functional and the def2-TZVPD basis) results for the ion C13H17NP with charge +1 at a distorted geometry.

Largest force on an atom, eV Å⁻¹: 4.50
Charge: +1
Energy above the lowest of the compared OMol25 structures with the same formula, charge and spin, eV: 3.102
HOMO energy (spin up / spin down), Eh: -0.466 / -0.469
Spin multiplicity: 1

Geometry (Å):
C 3.5709 0.4209 -2.6532
C 2.2929 0.7329 -3.0753
C 3.7047 0.0582 -1.3297
C 1.2064 0.6842 -2.1808
C 2.6891 0.0403 -0.4277
C 1.4676 0.4467 -0.8439
C -2.6763 -0.4351 1.2136
C -0.4948 -0.9102 2.2826
C -1.9931 -0.7232 2.2909
C -1.4836 -0.0322 -1.0165
C -2.6248 -1.0856 3.6366
C -1.4183 -1.3390 -1.6031
C -0.1353 2.1149 0.5898
N 0.3104 -0.5413 1.3423
P -0.1160 0.4488 0.0698
H 4.2816 0.6917 -3.3627
H 2.0476 1.1507 -4.0043
H 4.6685 -0.1785 -0.9574
H 0.2407 1.0127 -2.5153
H 3.0576 -0.1309 0.5657
H -3.7304 -0.4793 1.0442
H 0.0979 -1.3260 3.0485
H -2.3552 0.6092 -1.1482
H -1.7089 -1.0480 4.3390
H -3.0110 -2.0677 3.6385
H -3.3784 -0.4311 4.0384
H -2.3721 -1.8585 -1.5056
H -0.7114 -1.9264 -1.1425
H -1.2028 -1.4090 -2.7453
H -0.9482 2.5287 1.3015
H -0.1098 2.8785 -0.1832
H 0.8345 2.1034 1.2934



largest force on an atom of number 6 (C11H18ClN4O4Pt)?
1.19 eV Å⁻¹



Repeat the fourth record exactly.
DFT (the ωB97M-V functional and the def2-TZVPD basis) results for a structure of composition C3H6N2O at a distorted geometry.

Largest force on an atom, eV Å⁻¹: 1.09
Energy above the lowest of the compared OMol25 structures with the same formula, charge and spin, eV: 5.589
HOMO energy, Eh: -0.356
Spin multiplicity: 1

Geometry (Å):
N 0.5016 0.7502 1.2750
C 0.7030 -0.3602 0.5734
C -1.0678 -0.5524 -0.8362
O -1.9225 0.2783 -0.4426
C 1.6763 -0.3972 -0.4917
N 2.4662 -0.4203 -1.3396
H 0.9704 1.5463 0.8340
H -0.7738 1.2220 1.1145
H 0.4928 -1.3013 1.0749
H -0.4578 -0.3307 -1.7208
H -1.1651 -1.6058 -0.5444
H -1.4234 1.1711 0.5034